DFT (ωB97M-V/def2-TZVPD) results for a 4-piece molecular cluster, C23H43INO10P overall in a non-equilibrium geometry.

Atoms and positions in Å:
C1 4.504 -0.523 3.002
C2 4.734 -0.996 1.927
C3 4.830 -1.595 0.598
C4 3.940 -2.840 0.374
C5 3.650 -3.681 1.645
P1 2.201 -3.064 2.633
I1 1.843 -4.817 4.328
C6 0.722 -3.021 1.466
C7 -0.403 -2.277 2.203
N1 -1.770 -2.535 1.713
C8 -2.056 -1.858 0.444
C9 -3.401 -1.105 0.588
C10 -2.163 -3.869 1.701
C11 -1.685 -4.783 2.838
O1 -2.883 -4.346 0.862
H1 4.301 -0.044 3.920
H2 4.483 -0.829 -0.101
H3 5.865 -1.796 0.326
H4 2.980 -2.563 -0.062
H5 4.440 -3.490 -0.344
H6 4.543 -3.640 2.274
H7 3.513 -4.737 1.399
H8 0.489 -4.060 1.217
H9 1.022 -2.535 0.538
H10 -0.224 -1.214 2.039
H11 -0.366 -2.404 3.284
H12 -1.308 -1.099 0.213
H13 -2.092 -2.528 -0.416
H14 -3.204 -0.196 1.160
H15 -3.845 -0.854 -0.373
H16 -4.062 -1.698 1.216
H17 -2.508 -5.455 3.057
H18 -0.841 -5.340 2.438
H19 -1.380 -4.225 3.718
C12 -8.038 -0.756 -1.545
C13 -7.581 0.580 -2.090
O2 -8.222 1.665 -1.405
C14 -7.678 1.984 -0.231
O3 -6.706 1.470 0.256
O4 -8.401 2.966 0.311
C15 -7.960 3.366 1.609
H20 -9.127 -0.824 -1.564
H21 -7.621 -1.574 -2.134
H22 -7.724 -0.884 -0.508
H23 -7.868 0.665 -3.137
H24 -6.496 0.680 -2.041
H25 -6.900 3.608 1.607
H26 -8.169 2.581 2.335
H27 -8.525 4.256 1.877
C16 -3.358 1.736 -3.295
C17 -2.327 2.186 -2.282
O5 -1.167 1.341 -2.307
C18 -0.294 1.597 -3.280
O6 -0.387 2.463 -4.109
O7 0.704 0.715 -3.181
C19 1.690 0.833 -4.208
H28 -3.597 0.680 -3.154
H29 -4.272 2.323 -3.197
H30 -2.985 1.847 -4.313
H31 -2.737 2.104 -1.276
H32 -2.044 3.227 -2.434
H33 2.065 1.852 -4.277
H34 1.276 0.516 -5.164
H35 2.511 0.172 -3.941
C20 5.276 2.585 1.633
C21 6.496 1.740 1.339
O8 7.063 2.086 0.063
C22 7.830 3.173 0.053
O9 8.096 3.866 1.000
O10 8.251 3.371 -1.199
C23 9.040 4.548 -1.370
H36 4.559 2.520 0.813
H37 4.793 2.255 2.551
H38 5.547 3.636 1.744
H39 6.211 0.693 1.275
H40 7.243 1.825 2.128
H41 9.868 4.573 -0.665
H42 8.419 5.436 -1.258
H43 9.439 4.521 -2.381

SMILES: C#CCCCP(I)CCN(CC)C(C)=O.CCOC(=O)OC.CCOC(=O)OC.CCOC(=O)OC
Frontier orbital gap (eV): 8.4
LUMO (Eh): 0.00538

DFT (ωB97M-V/def2-TZVPD) results for C23H43IrN2OP3S as an isolated structure in a non-equilibrium geometry.

Atoms and positions in Å:
Ir1 0.292 0.570 -0.521
P1 -0.360 -1.344 -1.638
P2 0.647 -0.107 1.715
P3 2.380 0.395 -1.175
H1 1.075 3.719 -2.547
C1 0.388 2.956 -2.094
C2 0.188 1.911 -3.083
H2 0.794 1.833 -3.989
C3 -2.123 -1.649 -2.023
C4 0.178 -2.796 -0.678
C5 0.382 -1.533 -3.298
C6 0.822 1.361 2.804
C7 -0.644 -1.101 2.595
C8 2.092 -1.113 2.236
C9 3.164 0.775 -2.793
C10 3.314 -1.161 -0.879
C11 3.185 1.671 -0.105
H3 0.804 2.506 -1.139
H4 -0.321 0.978 -2.804
H5 -2.670 -0.704 -2.137
H6 -2.588 -2.241 -1.225
H7 -2.195 -2.213 -2.961
H8 -0.179 -2.736 0.357
H9 1.269 -2.889 -0.668
H10 -0.254 -3.685 -1.151
H11 0.304 -0.631 -3.911
H12 -0.187 -2.320 -3.803
H13 1.431 -1.835 -3.237
H14 1.176 1.024 3.786
H15 -0.139 1.869 2.940
H16 1.543 2.068 2.378
H17 -0.181 -1.538 3.492
H18 -1.018 -1.918 1.965
H19 -1.485 -0.466 2.905
H20 1.986 -1.304 3.314
H21 3.035 -0.587 2.061
H22 2.083 -2.076 1.715
H23 4.252 0.804 -2.623
H24 2.879 1.741 -3.196
H25 2.963 -0.002 -3.537
H26 4.366 -0.930 -1.105
H27 2.958 -1.921 -1.589
H28 3.256 -1.549 0.145
H29 4.021 2.117 -0.663
H30 3.557 1.243 0.837
H31 2.457 2.459 0.123
C12 -2.008 3.575 -2.940
C13 -1.048 3.494 -1.767
C14 -1.284 4.636 -0.840
C15 -2.602 4.960 -0.567
C16 -3.635 4.448 -1.390
C17 -3.328 3.811 -2.602
S1 -1.483 3.031 -4.502
H32 -2.426 2.114 -4.665
H33 -1.606 2.681 -1.225
H34 -0.445 5.027 -0.232
H35 -2.871 5.648 0.248
H36 -4.675 4.661 -1.158
H37 -4.120 3.633 -3.342
N1 -6.231 1.112 2.801
C18 -5.480 2.125 2.246
O1 -5.910 3.266 2.118
C19 -4.139 1.700 1.733
C20 -3.897 0.446 1.165
C21 -2.654 0.178 0.602
N2 -1.648 1.073 0.527
C22 -1.837 2.223 1.224
C23 -3.073 2.604 1.747
H38 -7.087 1.382 3.260
H39 -5.789 0.257 3.106
H40 -4.646 -0.343 1.153
H41 -2.448 -0.812 0.202
H42 -0.992 2.905 1.336
H43 -3.184 3.607 2.162

Energy above the lowest of the compared OMol25 structures with the same formula, charge and spin (eV): 2.433
Charge: +3
<S²>: 6.092
Multiplicity: 5
Frontier orbital gap (spin up / spin down) (eV): 3.8 / 4.9
LUMO (spin up / spin down) (Eh): -0.36420 / -0.44050

DFT (ωB97M-V/def2-TZVPD) results for C23H43LuN2OP3S as an isolated structure in a non-equilibrium geometry.

Atoms and positions in Å:
Lu1 0.165 -0.245 0.463
P1 0.068 -3.039 1.135
P2 1.570 -1.058 -1.687
P3 -2.137 -0.031 1.891
H1 -3.185 5.087 -6.840
C1 -3.470 5.655 -5.945
C2 -2.661 6.596 -5.428
H2 -1.688 6.826 -5.882
C3 -1.136 -4.021 0.144
C4 1.611 -4.024 0.970
C5 -0.405 -3.412 2.872
C6 1.924 0.507 -2.571
C7 3.204 -1.830 -1.473
C8 0.639 -2.065 -2.894
C9 -2.820 1.645 1.607
C10 -2.047 -0.150 3.705
C11 -3.451 -1.189 1.381
H3 -4.468 5.467 -5.530
H4 -2.971 7.212 -4.573
H5 -1.193 -5.076 0.440
H6 -0.861 -3.961 -0.914
H7 -2.126 -3.565 0.237
H8 1.523 -5.005 1.452
H9 2.448 -3.490 1.433
H10 1.856 -4.167 -0.088
H11 -0.264 -4.472 3.113
H12 -1.442 -3.133 3.087
H13 0.239 -2.817 3.529
H14 2.729 0.365 -3.301
H15 2.221 1.263 -1.832
H16 1.025 0.906 -3.057
H17 3.389 -2.594 -2.234
H18 3.254 -2.293 -0.483
H19 3.983 -1.061 -1.502
H20 1.061 -1.955 -3.899
H21 -0.401 -1.720 -2.901
H22 0.625 -3.120 -2.592
H23 -3.706 1.826 2.225
H24 -3.056 1.796 0.549
H25 -2.047 2.391 1.829
H26 -3.056 -0.216 4.126
H27 -1.529 0.723 4.114
H28 -1.460 -1.029 3.987
H29 -4.427 -0.810 1.703
H30 -3.290 -2.204 1.767
H31 -3.436 -1.262 0.289
C12 -1.186 2.099 -1.727
C13 -2.179 1.168 -2.124
C14 -2.884 1.390 -3.306
C15 -2.619 2.527 -4.079
C16 -1.631 3.442 -3.695
C17 -0.917 3.223 -2.533
S1 -0.175 2.148 -0.318
H32 -1.144 -1.104 -0.623
H33 -2.394 0.272 -1.534
H34 -3.650 0.678 -3.625
H35 -3.188 2.719 -4.987
H36 -1.415 4.340 -4.271
H37 -0.146 3.913 -2.185
N1 5.795 -0.907 4.358
C18 4.950 -1.164 3.320
O1 5.176 -2.016 2.467
C19 3.718 -0.309 3.305
C20 3.405 0.737 4.207
C21 2.194 1.417 4.039
C22 1.357 1.045 2.984
N2 1.675 0.049 2.128
C23 2.840 -0.611 2.277
H38 6.634 -1.469 4.444
H39 5.563 -0.247 5.071
H40 4.102 1.020 5.008
H41 1.865 2.236 4.679
H42 0.404 1.542 2.766
H43 3.049 -1.386 1.533

Energy above the lowest of the compared OMol25 structures with the same formula, charge and spin (eV): 2.749
Charge: +3
Frontier orbital gap (spin up / spin down) (eV): 2.6 / 3.1
LUMO (spin up / spin down) (Eh): -0.49206 / -0.48621